Arrangement 1

A single C3H4O3 molecule. Source: the OMol25 dataset; level of theory: ωB97M-V/def2-TZVPD.

Each line ends with the Mulliken charge.
Cartesian coordinates (Å):
1 C -0.49 0.38 -0.10  0.36
2 C 0.47 -1.51 0.35  -0.47
3 C 0.65 1.24 -0.13  0.09
4 O -0.42 -0.93 -0.44  -0.29
5 O -1.74 0.91 -0.14  -0.48
6 O 1.80 0.89 0.08  -0.53
7 H -2.34 0.30 -0.61  0.34
8 H 0.98 -2.38 -0.05  0.31
9 H 0.73 -1.19 1.34  0.34
10 H 0.38 2.29 -0.30  0.32

Results
LUMO (alpha / beta), eV: -0.5 / 0.5
2S+1: 1
HOMO-LUMO gap (alpha / beta), eV: 7.31 / 8.61

=====

Arrangement 2

2 unconnected molecules or ions with the total composition C3H4O3. Source: the OMol25 dataset; level of theory: ωB97M-V/def2-TZVPD.

Each line ends with the Mulliken charge.
Cartesian coordinates (Å):
1 C -1.33 0.05 -0.67  0.88
2 C -2.02 -0.53 0.30  -0.90
3 C 1.21 0.41 0.33  -0.22
4 O -0.80 0.51 -1.62  -0.49
5 O 1.94 0.25 1.40  -0.24
6 O 1.84 0.23 -0.80  -0.42
7 H -2.89 -0.07 0.74  0.23
8 H -1.87 -1.43 0.77  0.30
9 H 2.88 0.17 0.99  0.33
10 H 1.06 0.41 -1.44  0.52

Results
LUMO, eV: 0.8
2S+1: 1
HOMO-LUMO gap, eV: 9.46

=====

Arrangement 3

A single C3H4O3 molecule. Source: the OMol25 dataset; level of theory: ωB97M-V/def2-TZVPD.

Each line ends with the Mulliken charge.
Cartesian coordinates (Å):
1 O 1.19 1.33 -0.80  -0.45
2 C 1.34 0.34 -0.13  0.12
3 C 0.35 -0.81 -0.09  -0.37
4 O -0.92 -0.44 -0.61  -0.30
5 C -1.55 0.49 0.13  0.19
6 O -1.12 0.96 1.15  -0.48
7 H 2.24 0.19 0.50  0.32
8 H 0.71 -1.62 -0.74  0.31
9 H 0.26 -1.19 0.93  0.30
10 H -2.51 0.74 -0.33  0.37

Results
LUMO, eV: 0.9
2S+1: 1
Structure (SMILES): O=CCOC=O
HOMO-LUMO gap, eV: 11.16

=====

It turns out arrangement 3 is the most stable, with the second structure 61.2 kcal/mol higher.

=====

Arrangement 1

2 unconnected molecules or ions with the total composition C2H8N5O. Source: the OMol25 dataset; level of theory: ωB97M-V/def2-TZVPD.

Each line ends with the Mulliken charge.
Cartesian coordinates (Å):
1 C 1.17 -0.41 -0.61  -0.07
2 C 0.44 -1.63 -0.48  0.11
3 N -0.86 0.81 0.92  -0.58
4 N 2.41 1.21 0.23  -0.43
5 N -2.75 0.37 -0.24  -0.62
6 N 1.69 0.21 0.40  0.07
7 N -1.43 0.21 0.02  0.62
8 O 0.26 -2.42 0.49  -0.43
9 H 1.27 0.02 -1.61  0.37
10 H 0.00 -1.84 -1.54  0.30
11 H -1.54 1.28 1.48  0.22
12 H 2.68 1.80 -0.73  0.29
13 H 2.67 1.78 0.97  0.24
14 H -3.19 -0.29 -0.92  0.23
15 H -3.42 0.98 0.19  0.21
16 H 0.60 -2.09 1.44  0.45

Results
LUMO, eV: -4.9
2S+1: 1
Charge: +1
HOMO-LUMO gap, eV: 8.64

=====

Arrangement 2

2 unconnected molecules or ions with the total composition C2H8N5O. Source: the OMol25 dataset; level of theory: ωB97M-V/def2-TZVPD.

Each line ends with the Mulliken charge.
Cartesian coordinates (Å):
1 C -1.71 -0.53 -0.75  -0.33
2 C -1.34 0.79 -0.40  0.02
3 N 1.97 0.14 0.39  0.02
4 N -1.08 -2.79 -0.43  -0.45
5 N 1.69 2.30 0.72  0.04
6 N -0.92 -1.53 -0.24  0.12
7 N 2.43 1.29 0.62  -0.24
8 O -0.37 0.98 0.32  -0.74
9 H -2.66 -0.70 -1.19  0.44
10 H -1.88 1.73 -0.55  0.41
11 H 1.03 0.01 0.08  0.39
12 H -1.87 -3.27 -0.85  0.25
13 H -0.40 -3.30 0.00  0.22
14 H 1.87 3.25 1.09  0.30
15 H 0.73 2.30 0.41  0.28
16 H 2.52 -0.67 0.78  0.27

Results
LUMO, eV: -4.2
2S+1: 1
Charge: +1
HOMO-LUMO gap, eV: 8.96

=====

It turns out arrangement 2 is the most stable, with the second structure 20.0 kcal/mol higher.

=====

Arrangement 1

A single C5H5NS molecule. Source: the OMol25 dataset; level of theory: ωB97M-V/def2-TZVPD.

Each line ends with the Mulliken charge.
Cartesian coordinates (Å):
1 C -0.33 1.99 -0.02  -0.73
2 C -0.08 0.79 -0.53  -0.22
3 C -0.12 -0.47 0.29  0.61
4 C 1.17 -1.29 0.27  -0.47
5 C -1.22 -1.36 -0.13  0.05
6 H -0.55 2.14 1.05  0.23
7 H -0.32 2.92 -0.64  0.24
8 H 0.17 0.64 -1.59  0.33
9 H -0.32 -0.21 1.37  0.24
10 H 1.07 -2.29 0.72  0.31
11 N -2.08 -2.06 -0.47  -0.40
12 S 2.59 -0.79 -0.31  -0.18

Results
LUMO, eV: -0.7
2S+1: 1
Structure (SMILES): C=C[C@@H](C#N)C=S
HOMO-LUMO gap, eV: 8.62

=====

Arrangement 2

A single C5H5NS molecule. Source: the OMol25 dataset; level of theory: ωB97M-V/def2-TZVPD.

Each line ends with the Mulliken charge.
Cartesian coordinates (Å):
1 C -2.00 1.19 0.40  -0.33
2 C 0.23 1.12 -0.39  -0.16
3 C -0.75 -1.45 -0.34  -0.41
4 C 1.37 0.34 -0.06  -0.22
5 C 0.69 -1.17 -0.06  -0.29
6 N -0.77 1.42 0.15  -0.13
7 S -2.12 -0.72 -0.02  -0.08
8 H -2.74 1.94 0.54  0.40
9 H 2.03 0.30 -0.98  0.23
10 H 1.99 0.62 0.79  0.37
11 H 0.88 -1.83 0.80  0.34
12 H 1.19 -1.77 -0.81  0.29

Results
LUMO, eV: 0.3
2S+1: 1
HOMO-LUMO gap, eV: 8.12

=====

It turns out arrangement 1 is the most stable, with the second structure 99.7 kcal/mol higher.

=====

Arrangement 1

2 unconnected molecules or ions with the total composition C3H11NS2. Source: the OMol25 dataset; level of theory: ωB97M-V/def2-TZVPD.

Each line ends with the Mulliken charge.
Cartesian coordinates (Å):
1 C -1.54 -0.96 1.35  -0.70
2 S -2.28 0.24 0.11  -0.05
3 S -1.15 0.57 -1.48  -0.20
4 H -0.79 -1.61 0.91  0.23
5 H -2.41 -1.50 1.87  0.30
6 H -0.93 -0.54 2.24  0.25
7 H -0.60 1.80 -1.32  0.15
8 C 3.08 0.75 -0.32  -0.79
9 N 2.40 0.08 0.95  -0.42
10 C 2.46 -1.42 0.67  -0.89
11 H 4.03 0.27 -0.37  0.34
12 H 2.54 0.66 -1.30  0.22
13 H 3.18 1.84 -0.09  0.30
14 H 1.52 0.43 1.11  0.25
15 H 1.97 -1.66 -0.23  0.30
16 H 2.05 -1.77 1.60  0.31
17 H 3.47 -1.75 0.53  0.38

Results
LUMO, eV: 0.6
2S+1: 1
Structure (SMILES): CNC.CSS
HOMO-LUMO gap, eV: 9.58

=====

Arrangement 2

2 unconnected molecules or ions with the total composition C3H11NS2. Source: the OMol25 dataset; level of theory: ωB97M-V/def2-TZVPD.

Each line ends with the Mulliken charge.
Cartesian coordinates (Å):
1 C 2.22 0.14 0.31  -0.63
2 S 1.19 -0.88 1.44  -0.07
3 S 0.04 -1.91 0.11  -0.23
4 H 3.23 0.32 0.68  0.34
5 H 2.09 -0.30 -0.67  0.24
6 H 1.70 1.10 0.30  0.16
7 H 0.60 -3.13 0.18  0.15
8 C -2.63 1.87 -0.40  -1.05
9 C -1.70 1.48 -1.52  -0.33
10 N -0.33 1.85 -1.19  -0.44
11 H -2.37 1.31 0.50  0.23
12 H -3.65 1.67 -0.62  0.36
13 H -2.58 2.96 -0.25  0.31
14 H -2.05 1.84 -2.50  0.28
15 H -1.68 0.40 -1.70  0.25
16 H 0.29 1.76 -1.98  0.21
17 H -0.22 2.79 -0.84  0.20

Results
LUMO, eV: 0.7
2S+1: 1
Structure (SMILES): CCN.CSS
HOMO-LUMO gap, eV: 9.41

=====

It turns out arrangement 2 is the most stable, with the second structure 31.8 kcal/mol higher.